Computed, not measured: a structure of composition C5H5ClNO2P at a distorted geometry, with wB97M-V/def2-TZVPD.

XYZ file:
```
15
Properties=species:S:1:pos:R:3:forces:R:3:lowdin_charge:R:1
Cl 1.892 -3.394 1.641 0.9 -1.3 -1.4 0.49
P 0.324 -2.417 2.104 -0.4 2.9 2.3 0.44
O 2.047 -1.704 3.673 -1.0 -1.0 -4.3 -0.41
O -0.818 -2.886 2.877 0.2 -0.7 0.0 -0.34
N 0.570 -0.215 1.592 1.3 2.1 -1.7 0.01
C 0.289 1.277 -0.200 1.1 3.2 -0.2 -0.08
C -0.159 -1.059 0.873 1.8 -2.1 2.6 -0.35
C -0.638 -0.886 -0.382 -1.9 -0.9 -1.0 -0.05
C 0.927 0.946 0.968 -0.5 -2.0 1.6 -0.06
C -0.443 0.395 -0.897 -1.5 -2.1 -0.7 -0.07
H 1.774 -1.577 4.540 -1.2 0.4 2.6 -0.10
H 0.321 2.313 -0.591 0.6 -0.7 0.2 0.13
H 1.786 1.400 1.438 -0.4 0.9 0.1 0.12
H -1.338 -1.671 -0.804 1.3 1.1 0.1 0.14
H -0.856 0.651 -1.856 -0.2 0.2 -0.1 0.11
```
Positions in Å, forces in eV/Å.

ΔE to the lowest compared entry with this formula, charge and spin ... 68.1 kcal per mole
Net charge ... 0
Gap between HOMO and LUMO ... 0.315 hartree
Calculated total energy ... -1200.20583 hartree
Lowest unoccupied orbital energy ... -0.32 eV
Maximum force ... 4.503 eV/Å
Spin multiplicity ... 1

=====

Computed, not measured: a structure of composition C10H20N2S3Sb at a distorted geometry, with wB97M-V/def2-TZVPD.

XYZ file:
```
36
Properties=species:S:1:pos:R:3:forces:R:3:lowdin_charge:R:1
Sb 1.082 1.091 -1.375 -0.3 0.7 -0.8 0.70
S -3.035 -0.004 2.702 0.2 0.1 -1.2 0.66
S -2.940 1.851 0.284 0.0 -0.9 -0.6 0.84
S 3.841 -0.165 0.260 0.3 0.1 -0.4 0.67
N -4.717 -1.742 -1.396 -0.1 0.4 0.3 0.02
N -3.571 -0.810 0.186 0.1 3.6 1.7 -0.20
C -2.969 -2.035 0.097 -2.3 -0.9 -2.5 -0.05
C -3.744 -2.626 -0.961 1.2 1.3 1.8 -0.14
C 3.280 0.795 -1.204 0.9 0.1 -0.3 -0.76
C 0.968 2.219 0.529 0.2 -0.5 1.3 -0.43
C -0.285 1.865 1.422 0.8 0.9 0.1 -0.36
C -3.185 0.265 1.080 0.5 0.2 1.1 -1.03
C 3.896 -1.957 -0.142 -0.6 -0.6 1.1 -0.56
C -4.622 -0.596 -0.685 1.5 -3.8 -1.0 -0.16
C -1.560 2.736 1.114 0.4 -0.7 1.3 -0.47
C 2.772 -2.720 0.669 0.6 -0.8 -0.9 -0.21
H 2.882 -2.565 1.766 -0.3 0.2 -0.8 0.06
H 4.862 -2.344 0.274 -0.6 0.4 -0.6 0.05
H 1.441 2.642 -2.186 0.2 0.2 -0.1 -0.11
H 3.701 0.393 -2.165 -0.4 0.1 0.8 0.00
H -5.232 0.312 -0.800 0.6 -0.7 0.3 0.12
H 2.945 -3.821 0.499 -0.2 0.8 0.2 0.06
H 1.088 3.311 0.336 -0.3 -0.7 0.1 0.04
H 1.860 1.903 1.142 -0.6 0.3 -0.6 0.03
H -1.280 3.576 0.432 -0.6 -0.7 0.4 0.08
H -0.488 0.770 1.411 0.1 0.7 -0.2 0.06
H 1.753 -2.486 0.288 0.7 0.1 0.5 0.04
H 1.126 0.345 -2.971 0.0 -0.3 -0.2 -0.14
H -3.530 -3.634 -1.349 -0.6 0.8 -0.1 0.09
H 3.840 -2.196 -1.225 0.0 0.4 0.7 0.07
H 3.735 1.818 -1.096 -0.3 -0.9 0.1 -0.01
H -0.630 1.413 -1.612 -0.2 -0.1 0.1 -0.12
H -2.122 -2.393 0.696 -0.6 0.6 -0.4 0.12
H 0.018 2.122 2.474 -0.5 -0.4 -0.7 0.10
H 0.772 -0.448 -0.581 0.0 -0.1 0.3 -0.09
H -1.953 3.111 2.090 0.2 0.0 -0.9 0.06
```
Positions in Å, forces in eV/Å.

ΔE to the lowest compared entry with this formula, charge and spin ... 0.0 kcal per mole
Net charge ... -1
Gap between HOMO and LUMO ... 0.193 hartree
Calculated total energy ... -1937.14946 hartree
Lowest unoccupied orbital energy ... 1.67 eV
Maximum force ... 4.184 eV/Å
Spin multiplicity ... 1

=====

Computed, not measured: a structure of composition C3H6N2O2, with wB97M-V/def2-TZVPD.

XYZ file:
```
13
Properties=species:S:1:pos:R:3:forces:R:3:lowdin_charge:R:1
O 1.433 -0.002 2.270 -0.1 0.0 -0.4 0.15
O -0.006 -0.684 0.285 0.2 0.4 0.0 -0.21
N 1.313 1.144 0.195 0.0 0.0 0.0 0.12
N 0.710 0.569 -1.986 0.0 -0.1 0.1 0.15
C -1.242 -0.942 0.927 0.1 0.1 0.0 -0.12
C 1.158 0.327 1.175 -0.1 -0.2 0.1 -0.42
C 0.330 0.803 -0.721 -0.1 -0.3 0.2 -0.29
H -1.813 -1.679 0.356 0.0 0.0 0.0 0.08
H 1.646 0.224 -2.139 -0.1 0.0 0.0 0.12
H -1.040 -1.342 1.924 0.0 0.0 -0.1 0.09
H 0.020 0.375 -2.692 0.0 0.0 0.1 0.11
H -0.666 1.237 -0.633 0.0 -0.1 0.0 0.14
H -1.844 -0.030 1.040 0.0 0.0 0.0 0.08
```
Positions in Å, forces in eV/Å.

ΔE to the lowest compared entry with this formula, charge and spin ... 66.7 kcal per mole
Net charge ... 0
Gap between HOMO and LUMO ... 0.385 hartree
Calculated total energy ... -377.85298 hartree
Lowest unoccupied orbital energy ... 0.69 eV
Maximum force ... 0.472 eV/Å
Spin multiplicity ... 1

=====

Computed, not measured: a structure of composition C3H6N4O at a distorted geometry, with wB97M-V/def2-TZVPD.

XYZ file:
```
14
Properties=species:S:1:pos:R:3:forces:R:3:lowdin_charge:R:1
O 2.034 -1.310 -0.651 -0.9 -7.0 -0.1 -0.05
N 0.383 2.109 -0.110 -13.8 -1.0 -7.4 0.13
N -2.435 -1.630 0.107 3.1 8.3 -2.0 0.11
N 0.535 -0.140 0.648 5.4 12.0 -3.4 0.16
N -1.423 0.813 -0.312 -12.7 -4.5 -2.9 0.12
C -1.990 -0.487 -0.152 -2.5 -5.7 1.5 -0.20
C -0.347 0.864 0.108 16.0 4.5 2.6 -0.50
C 1.889 -0.343 0.279 -5.3 2.5 -6.5 -0.32
H 2.285 -0.719 0.984 5.6 -3.6 10.2 0.02
H -0.500 3.056 -0.527 4.1 -4.0 2.0 0.27
H -0.110 -0.642 0.831 -8.4 -11.0 3.8 -0.04
H 1.082 2.361 0.331 8.2 3.1 5.8 -0.07
H 1.818 -2.311 -0.052 1.0 4.5 -3.2 0.25
H 2.414 0.467 -0.107 0.3 2.1 -0.3 0.13
```
Positions in Å, forces in eV/Å.

ΔE to the lowest compared entry with this formula, charge and spin ... 196.8 kcal per mole
Net charge ... 0
Gap between HOMO and LUMO ... 0.380 hartree
Calculated total energy ... -411.89529 hartree
Lowest unoccupied orbital energy ... 0.38 eV
Maximum force ... 16.839 eV/Å
Spin multiplicity ... 1

=====

Computed, not measured: a cluster of 2 separate species, C4H14NO in total at a distorted geometry, with wB97M-V/def2-TZVPD.

XYZ file:
```
20
Properties=species:S:1:pos:R:3:forces:R:3:lowdin_charge:R:1
O -0.352 -2.778 -0.809 -0.1 -0.1 0.3 -0.04
N -0.728 -0.723 1.046 -0.1 0.8 1.6 0.19
C 1.166 0.863 0.491 -0.2 -0.6 0.1 -0.19
C 0.421 1.696 -0.530 -0.2 0.6 0.0 -0.25
C 0.315 0.209 1.582 0.7 0.6 -0.2 -0.14
C -0.458 0.943 -1.518 -0.3 -0.3 -0.3 -0.10
H 1.717 0.034 0.024 0.2 0.4 -0.1 0.13
H 0.997 -0.333 2.221 -0.1 -0.5 0.2 0.13
H -0.209 2.410 0.004 0.1 0.1 0.1 0.11
H 1.116 2.305 -1.114 0.1 -0.1 0.3 0.12
H -1.325 -0.975 1.833 0.0 -0.4 -0.1 0.17
H -0.063 1.046 -2.531 -0.2 -0.1 0.1 0.09
H 1.870 1.498 1.028 0.2 -0.1 0.0 0.13
H -1.318 -0.191 0.416 -0.1 -0.3 -0.6 0.14
H -0.060 -2.957 -1.710 0.0 0.0 0.0 0.07
H -0.203 0.926 2.201 -0.2 0.4 0.1 0.13
H -0.314 -1.555 0.632 -0.2 -0.2 -0.8 0.11
H -1.477 1.349 -1.522 0.1 -0.2 -0.1 0.09
H -0.593 -3.636 -0.440 0.0 -0.1 -0.2 0.07
H -0.505 -0.132 -1.303 0.0 0.2 -0.3 0.04
```
Positions in Å, forces in eV/Å.

ΔE to the lowest compared entry with this formula, charge and spin ... 10.7 kcal per mole
Net charge ... +1
Gap between HOMO and LUMO ... 0.443 hartree
Calculated total energy ... -290.55823 hartree
Lowest unoccupied orbital energy ... -3.24 eV
Maximum force ... 1.774 eV/Å
Spin multiplicity ... 1

=====

Computed, not measured: a cluster of 8 separate species, C27H63IN2O9PS7 in total at a distorted geometry, with wB97M-V/def2-TZVPD.

XYZ file:
```
110
Properties=species:S:1:pos:R:3:forces:R:3:lowdin_charge:R:1
I 0.392 -3.340 5.186 0.0 0.1 0.0 0.86
S -4.705 4.387 -4.370 0.0 0.0 0.0 0.80
S 3.089 -6.848 7.043 0.0 0.0 0.1 0.79
S 0.132 -3.771 -4.525 0.0 0.1 -0.1 0.83
S 4.256 2.201 -2.560 0.1 0.0 0.0 0.83
S 7.094 4.439 0.696 0.0 0.0 0.0 0.81
S 3.903 -2.059 -0.543 0.0 0.0 0.0 0.82
S -7.206 1.566 2.166 -0.1 0.1 0.1 0.80
P -1.594 1.419 -2.553 -0.8 1.1 -0.1 0.99
O 7.370 3.368 -0.305 0.0 0.1 0.0 -0.56
O -6.411 1.157 0.973 0.0 0.0 0.0 -0.55
O -1.948 2.109 2.646 0.3 -0.2 0.3 0.00
O -4.782 3.160 -5.211 0.0 0.1 -0.1 -0.56
O 0.121 -3.283 -3.110 -0.1 0.1 0.0 -0.58
O 3.005 1.432 -2.839 0.0 0.0 0.1 -0.58
O -3.823 2.823 3.515 -0.5 1.0 0.4 0.15
O 3.763 -1.591 0.871 -0.1 0.0 0.1 -0.56
O 3.114 -6.592 5.579 0.0 0.0 -0.1 -0.57
N -0.594 -0.914 1.183 0.0 0.0 0.4 -0.03
N -0.471 -1.541 0.026 -0.2 -0.1 -0.1 0.16
C -0.753 -0.874 -1.068 -0.2 0.1 0.5 -0.07
C 0.069 1.964 -3.090 -0.1 -0.4 0.4 -0.27
C -6.957 3.328 2.390 0.0 0.1 0.0 -0.25
C -1.536 -4.310 -4.897 -0.1 0.0 0.0 -0.26
C -3.626 0.400 -4.155 0.2 -0.2 0.0 -0.16
C -3.239 1.900 3.068 -0.2 -0.4 -0.3 -0.50
C 1.498 -6.264 7.638 -0.1 0.0 0.1 -0.30
C 1.125 -1.389 2.918 -0.4 0.4 0.9 -0.28
C -1.052 1.017 2.695 0.2 0.1 -0.5 -0.11
C -3.991 5.676 -5.396 0.0 0.1 -0.1 -0.27
C -3.835 0.545 2.868 0.7 -0.4 0.2 0.03
C -6.360 5.080 -4.313 -0.1 0.1 0.0 -0.27
C 5.121 1.352 -1.248 0.2 0.0 0.1 -0.27
C -8.922 1.690 1.658 -0.1 -0.1 -0.1 -0.27
C 2.281 -2.636 -1.021 0.3 -0.3 0.0 -0.27
C -0.956 0.363 1.333 -0.3 0.2 -0.6 -0.11
C -2.141 0.216 -3.828 0.0 -0.3 0.1 -0.41
C 1.726 -2.531 3.715 0.0 -0.1 -0.3 -0.60
C -0.243 -1.749 2.350 0.3 -0.3 -0.2 -0.16
C 3.777 3.626 -1.579 -0.1 0.1 0.0 -0.26
C 8.518 4.510 1.783 0.1 0.0 0.1 -0.26
C -1.177 0.463 -1.045 0.2 0.3 -0.2 -0.29
C 4.692 -3.670 -0.488 0.0 -0.1 0.1 -0.26
C 0.871 -5.404 -4.494 0.0 -0.1 0.0 -0.26
C -1.268 1.096 0.183 0.4 -0.7 -0.1 0.03
C 7.395 6.005 -0.128 0.0 0.1 0.0 -0.26
C 2.746 -8.597 7.267 0.0 -0.1 0.0 -0.27
H -0.073 1.442 2.911 0.1 0.0 0.1 0.15
H 4.693 -4.103 -1.487 0.0 0.0 0.0 0.06
H 3.190 3.300 -0.720 0.0 0.0 0.0 0.06
H 1.635 -1.774 -1.072 0.0 0.2 -0.1 0.01
H 5.979 1.957 -0.931 -0.2 -0.1 -0.1 0.02
H -1.051 -1.686 3.070 0.0 0.1 0.2 0.08
H 1.863 -8.872 6.691 0.0 0.0 0.0 0.06
H 1.490 -5.181 7.537 0.0 0.0 0.0 -0.01
H -3.689 0.229 1.839 -0.2 -0.1 -0.1 0.10
H 2.313 -3.113 -1.997 0.0 0.0 0.0 0.04
H -1.570 2.128 0.260 -0.1 0.1 0.1 0.13
H 1.915 -3.334 -0.268 0.0 0.0 0.0 0.06
H 4.438 1.176 -0.415 0.0 0.0 0.0 0.05
H 1.024 -0.556 3.618 0.0 0.2 -0.1 0.10
H 2.591 -2.197 4.270 0.2 0.0 0.0 0.05
H -4.539 5.740 -6.336 0.0 0.0 0.0 0.06
H 8.540 3.589 2.361 0.0 0.0 0.0 0.05
H 5.464 0.398 -1.644 0.0 0.0 0.0 0.04
H 1.921 -5.291 -4.232 0.0 0.0 0.0 0.05
H 2.595 -8.804 8.326 0.0 0.0 0.0 0.05
H 4.677 4.145 -1.252 0.0 0.0 0.0 0.03
H 0.436 2.725 -2.409 0.0 0.1 0.1 0.03
H 9.426 4.595 1.187 0.0 0.0 0.0 0.06
H -6.747 5.184 -5.327 0.0 0.0 0.0 0.06
H -8.993 2.326 0.776 0.0 0.0 0.0 0.06
H -9.511 2.101 2.477 0.0 0.0 0.0 0.06
H 4.160 -4.315 0.211 0.0 0.0 0.0 0.06
H 0.701 -6.696 7.032 0.0 0.0 0.0 0.06
H -6.986 4.393 -3.748 0.0 0.0 0.0 0.05
H 6.631 6.136 -0.891 0.0 0.0 0.0 0.05
H -1.549 -4.790 -5.875 0.0 0.0 0.0 0.06
H -4.030 6.626 -4.863 0.0 0.0 0.0 0.05
H -2.175 -3.429 -4.916 0.0 0.0 0.0 0.04
H -5.923 3.485 2.684 0.0 0.0 0.0 0.02
H 8.416 5.362 2.455 0.0 0.0 0.0 0.06
H 7.327 6.814 0.599 0.0 0.0 0.0 0.06
H -0.020 2.407 -4.076 0.0 0.0 -0.2 0.05
H -0.639 -1.415 -1.997 0.1 -0.3 0.0 0.09
H 0.368 -6.019 -3.748 0.0 0.0 0.0 0.06
H 2.006 -3.355 3.069 0.0 -0.2 0.0 0.05
H -1.950 -0.815 -3.527 0.1 -0.1 -0.1 0.05
H 1.371 -6.533 8.686 0.0 0.0 0.0 0.06
H -4.878 0.535 3.143 -0.1 0.1 -0.1 0.06
H -9.275 0.689 1.420 0.0 0.0 0.0 0.05
H -3.312 -0.164 3.512 -0.1 -0.2 0.0 0.09
H -2.955 5.408 -5.592 0.0 0.0 0.0 0.05
H -0.221 -2.777 2.007 -0.1 0.0 -0.3 0.12
H -6.330 6.047 -3.811 0.0 0.0 0.0 0.05
H 0.789 -5.853 -5.482 0.0 0.0 0.0 0.06
H -7.163 3.842 1.450 0.0 0.0 0.0 0.06
H 5.717 -3.528 -0.151 0.0 0.0 0.0 0.05
H 0.781 1.149 -3.086 0.2 0.0 -0.2 0.02
H -3.889 1.452 -4.235 -0.1 -0.1 0.0 0.01
H -3.832 -0.071 -5.113 -0.1 0.0 -0.1 0.07
H 8.380 5.989 -0.593 0.0 0.0 0.0 0.06
H -1.291 0.313 3.483 0.0 -0.1 0.1 0.12
H -7.619 3.687 3.177 0.0 0.0 0.0 0.06
H -4.257 -0.082 -3.413 -0.1 0.1 0.1 0.07
H 3.181 4.284 -2.209 0.0 0.0 0.0 0.05
H 3.609 -9.151 6.906 0.0 0.0 0.0 0.05
H 1.818 -1.073 2.138 0.1 -0.3 -0.2 0.10
H -1.878 -4.999 -4.125 0.0 0.0 0.0 0.06
H -1.565 0.394 -4.734 0.3 0.1 0.0 0.08
```
Positions in Å, forces in eV/Å.

Net charge ... +1
Gap between HOMO and LUMO ... 0.255 hartree
Calculated total energy ... -5279.15127 hartree
Lowest unoccupied orbital energy ... -3.36 eV
Maximum force ... 1.353 eV/Å
Spin multiplicity ... 1